# 1
Molecular formula: C45H35BCeF4I2N18O3S
Method: DFT, ωB97M-V with the def2-TZVPD basis set

Structure (ORCA input):
```
! RIJCOSX wB97M-V def2-TZVPD def2/J DEFGRID3
* xyz 2 1
Ce -0.01900 -0.28515 -0.10951
C 2.01646 -4.30529 0.91182
C 1.01234 -3.53918 0.35852
N 1.04747 -2.30347 0.93561
N 2.02821 -2.31078 1.77600
C 2.61542 -3.49107 1.86320
B 2.24356 -0.91999 2.44302
N 0.82822 -0.38429 3.05012
C 0.53498 -0.20878 4.33802
C -0.76695 0.20875 4.47886
C -1.23794 0.30645 3.18002
N -0.22430 0.01609 2.26549
N 2.84580 0.13656 1.42665
C 4.12661 0.30285 1.18608
C 4.21980 1.44400 0.35942
C 2.94397 1.84870 0.13970
N 2.04941 1.03383 0.76340
N 3.23044 -1.15076 3.64686
C 3.98800 -0.10097 4.18854
C 4.48253 -0.60761 5.37582
C 3.89934 -1.86540 5.53562
N 3.17611 -2.20159 4.46925
H 2.34212 -5.32075 0.55071
H 0.21897 -3.81280 -0.32126
H 3.36113 -3.71337 2.62454
H 1.24295 -0.53800 5.03582
H -1.25936 0.26249 5.40800
H -2.20323 0.65170 2.70548
H 4.83952 -0.34822 1.54227
H 5.13768 1.81873 0.00609
H 2.58546 2.67098 -0.43291
H 4.19480 0.81040 3.62513
H 5.07454 -0.18596 6.11139
H 4.02444 -2.58452 6.37998
N 0.71753 1.24003 -2.34568
C -0.31286 2.17674 -2.68701
C -1.55948 2.04287 -1.70653
O -2.61322 2.54065 -1.81036
O -1.25641 1.20210 -0.64605
H 1.68613 1.60057 -2.42871
H 0.71484 0.53048 -3.04413
H -0.58616 2.04221 -3.72405
H -0.00814 3.20727 -2.45962
N -1.91566 -3.86835 -6.58639
C -1.81462 -2.54772 -6.32082
S -2.12344 -1.34508 -7.38333
C -1.50082 -2.19941 -4.89326
C -0.40533 -2.84507 -4.24970
C -0.06068 -2.57161 -2.93101
N -0.80606 -1.74927 -2.15421
C -1.87992 -1.21764 -2.73259
C -2.20594 -1.35809 -4.06797
H -2.10110 -4.08411 -7.53034
H -2.04161 -4.47476 -5.78232
H 0.30106 -3.46618 -4.84434
H 0.80934 -3.05124 -2.46826
H -2.49090 -0.43538 -2.26424
H -2.97401 -0.70373 -4.50482
I -1.35644 4.84283 1.80064
I -0.07456 6.99318 0.98858
F 7.03922 -3.16324 -2.56670
C 6.73527 -1.94987 -3.00439
C 7.63343 -1.23688 -3.69259
F 8.74594 -1.78578 -4.08051
C 7.35215 0.13866 -4.17021
C 6.04132 0.61722 -3.92455
C 5.10996 -0.12577 -3.28336
F 3.83128 0.30083 -3.24032
C 5.41829 -1.43058 -2.77232
C 4.52143 -2.12902 -1.94371
C 3.23715 -1.54263 -1.70456
N 2.20528 -1.15569 -1.37805
C 4.70219 -3.36314 -1.19083
N 4.48121 -4.27938 -0.55808
F 5.70191 1.85067 -4.33325
C 8.38402 0.84032 -4.73870
C 8.30057 2.13118 -5.34399
N 8.07417 3.12584 -5.88556
C 9.63953 0.25478 -4.91736
N 10.71051 -0.15624 -4.95761
C -8.12256 6.43096 4.54299
C -7.55914 5.24022 3.77616
C -7.51103 3.97025 4.33223
C -7.24211 2.80046 3.65826
C -6.89160 2.94416 2.30240
N -6.70285 1.73608 1.49419
C -5.62131 0.96828 1.75083
O -4.59850 1.33986 2.33034
N -5.75765 -0.36304 1.26197
C -4.66088 -1.20795 1.12130
C -4.75550 -2.56312 1.30879
C -3.61695 -3.35203 1.12928
C -2.35804 -2.74580 0.97402
N -2.29420 -1.45966 0.65722
C -3.39834 -0.68255 0.79168
C -6.82480 4.18975 1.71010
C -7.12289 5.33336 2.47602
H -9.18365 6.41988 4.46672
H -7.70573 7.35013 4.14285
H -7.85439 6.35336 5.61223
H -7.90029 3.81432 5.30074
H -7.36428 1.80269 4.09743
H -7.50324 1.38766 1.00445
H -6.69860 -0.70676 1.08511
H -5.68654 -3.02365 1.57515
H -3.50262 -4.40542 1.44455
H -1.38826 -3.29579 1.04720
H -3.31382 0.35983 0.54147
H -6.50218 4.23250 0.62681
H -6.96394 6.35588 2.08290
*
```

The energy relative to the best compared isomer or geometry (same formula, charge and spin) is 0.0 kJ/mol. The value obtained for the HOMO-LUMO gap (spin up / spin down) is 4.413 / 4.541 eV. The value obtained for the largest force on an atom is 0.070 Eh/bohr. The LUMO energy (spin up / spin down) is -7.843 / -7.714 eV.


# 2
Molecular formula: C45H35Br2N5O6PTi
Method: DFT, ωB97M-V with the def2-TZVPD basis set

Structure (ORCA input):
```
! RIJCOSX wB97M-V def2-TZVPD def2/J DEFGRID3
* xyz 1 1
Ti -0.42106 -0.53323 -0.15120
N 7.36489 0.35074 -6.49938
C 6.48519 0.30124 -5.76883
C 5.40708 0.25028 -4.85321
C 4.74177 1.42314 -4.49413
C 3.69079 1.36496 -3.60306
C 3.28468 0.14429 -3.06435
C 3.96504 -1.02144 -3.42166
C 5.01649 -0.97487 -4.31199
C 2.14653 0.05533 -2.13372
C 0.93048 0.58184 -2.57205
C 0.67837 1.12007 -3.86834
C -0.61632 1.57410 -3.86822
C -1.13355 1.28040 -2.59622
N -0.23080 0.69161 -1.81664
C 2.39930 -0.60993 -0.91771
C 3.66963 -1.02555 -0.45233
C 3.46050 -1.71505 0.72708
C 2.08580 -1.71092 0.94857
N 1.43500 -1.02406 -0.00686
H 5.03867 2.36397 -4.93150
H 3.18031 2.26861 -3.31097
H 3.63818 -1.97126 -3.02606
H 5.52540 -1.88016 -4.60939
H 1.37043 1.12950 -4.68664
H -1.13239 2.06135 -4.66828
H -2.13335 1.46526 -2.24014
H 4.61194 -0.82304 -0.92272
H 4.20118 -2.16763 1.35659
H 1.57806 -2.18362 1.77457
C -2.98249 0.84154 3.76586
C -1.96838 1.89302 4.08972
C -2.15982 2.72136 5.19044
C -1.26822 3.73431 5.49648
C -0.16782 3.95320 4.68382
C 0.06499 3.11628 3.60851
C -0.80896 2.06799 3.32308
P -0.35530 0.80785 2.06687
C 1.31100 1.43407 1.54185
C 1.19904 2.19669 0.37185
C 2.29655 2.79293 -0.21880
C 3.54623 2.62513 0.35698
C 3.66313 1.90051 1.52879
C 2.56586 1.30590 2.14643
C 2.77898 0.60716 3.44731
C -0.24651 -0.66311 3.15935
C 0.11524 -0.61989 4.50531
C 0.23845 -1.79033 5.23208
C 0.02014 -3.01483 4.61492
C -0.40434 -3.06170 3.30124
C -0.59853 -1.89015 2.56574
C -1.23671 -1.92452 1.23185
H -2.90843 0.01073 4.46571
H -2.83391 0.45634 2.75520
H -3.98938 1.25071 3.84231
H -3.01422 2.55325 5.82889
H -1.43392 4.35789 6.36136
H 0.51915 4.75799 4.89716
H 0.94153 3.26825 2.99660
H 0.21266 2.37228 -0.04831
H 2.16259 3.40019 -1.10270
H 4.41771 3.07813 -0.09137
H 4.63036 1.80053 2.00046
H 3.83994 0.48236 3.63685
H 2.30571 -0.36854 3.46328
H 2.36045 1.20400 4.25581
H 0.30997 0.32709 4.99000
H 0.51263 -1.75532 6.27550
H 0.14128 -3.93235 5.16917
H -0.61723 -4.01407 2.83807
H -2.28587 -1.61512 1.36007
H -1.23393 -2.95157 0.83923
Br -2.08327 4.06236 -0.34337
C -3.64499 3.56080 0.67623
Br -4.00869 1.67163 0.45381
H -4.50006 4.12470 0.30787
H -3.44272 3.76418 1.72695
O -0.82433 -1.94148 -1.54930
C -2.01565 -1.52283 -1.55860
O -2.31219 -0.56564 -0.79815
C -3.04998 -2.18313 -2.38952
C -2.67543 -3.11295 -3.35525
C -3.65763 -3.77731 -4.07336
C -5.00516 -3.54632 -3.84072
C -5.35539 -2.61335 -2.87424
C -4.39772 -1.92089 -2.14932
N -6.77320 -2.37014 -2.61161
O -7.03901 -1.56043 -1.75826
O -7.56192 -2.99943 -3.26769
N -3.25095 -4.75072 -5.08703
O -4.12678 -5.34244 -5.66169
O -2.06418 -4.87879 -5.26345
H -1.63082 -3.32100 -3.54414
H -5.76618 -4.07939 -4.39541
H -4.69162 -1.19952 -1.39793
*
```

The value obtained for the HOMO-LUMO gap is 6.558 eV. The value obtained for the largest force on an atom is 0.032 Eh/bohr. The LUMO energy is -4.419 eV.